Formula: C20H33Cl4MnN8O2
Source: the OMol25 dataset
Level of theory: ωB97M-V/def2-TZVPD

- Spin multiplicity: 2
- Strongest force on any atom: 0.9 eV/Å
- LUMO (spin up / spin down): -0.08175 / -0.08158 Ha
- Frontier orbital gap (spin up / spin down): 7.24 / 7.29 eV
- <S²>: 0.8079
- Total charge: +1
- Highest occupied orbital energy (spin up / spin down): -9.47 / -9.51 eV

```
68
Properties=species:S:1:pos:R:3:mulliken_charge:R:1
Mn 0.692 0.064 0.011 0.3511
Cl 1.557 6.504 1.647 -0.1955
C 1.828 4.845 1.268 0.2630
C 3.123 4.343 1.173 0.2798
Cl 4.477 5.375 1.432 -0.1881
C 3.321 2.995 0.862 0.1545
Cl 4.907 2.327 0.727 -0.1994
C 2.243 2.147 0.647 1.0292
O 2.372 0.845 0.337 -1.2273
C 0.945 2.652 0.748 -0.9965
O -0.064 1.796 0.535 0.2699
C 0.748 3.991 1.051 0.1169
Cl -0.886 4.561 1.143 -0.2088
C 0.572 1.676 -2.484 -1.0844
N 0.057 0.621 -3.344 0.1583
C 0.498 0.649 -4.740 -0.6907
C 0.184 -0.757 -5.238 -0.6728
N -0.195 -1.470 -4.018 0.0705
C -0.718 -2.820 -4.174 -1.1159
C -0.170 -0.660 -2.931 0.0298
N -0.365 -0.957 -1.654 0.1587
C -0.492 -2.353 -1.224 -0.4655
C 0.413 -2.628 -0.049 -1.3187
N 0.131 -1.675 1.014 0.2492
C 0.402 -1.956 2.277 0.0372
N -0.081 -1.196 3.293 0.1978
C -0.519 0.185 3.184 -0.4797
C 0.397 -1.672 4.585 -0.6587
C 0.965 -3.048 4.253 -0.5869
N 1.053 -3.028 2.795 0.0649
C 2.003 -3.918 2.143 -1.0536
H 0.699 2.571 -3.093 0.5050
H 1.551 1.424 -2.060 0.5141
H -0.113 1.930 -1.681 0.0123
H 1.565 0.873 -4.797 0.3429
H -0.043 1.418 -5.287 0.3281
H 1.044 -1.234 -5.704 0.3699
H -0.642 -0.769 -5.950 0.4628
H -1.016 -2.938 -5.213 0.4005
H -1.599 -2.984 -3.558 0.4010
H 0.027 -3.585 -3.955 0.3347
H -0.202 -3.066 -1.985 0.5010
H -1.529 -2.567 -0.940 -0.1752
H 1.448 -2.545 -0.408 0.2933
H 0.247 -3.661 0.258 0.6024
H -0.327 0.589 2.197 -0.1591
H 0.030 0.793 3.905 0.3686
H -1.586 0.279 3.405 0.2073
H -0.424 -1.733 5.297 0.3405
H 1.151 -0.992 4.989 0.3849
H 0.312 -3.856 4.588 0.3130
H 1.950 -3.207 4.688 0.3957
H 2.810 -4.121 2.845 0.3960
H 2.443 -3.453 1.271 0.3960
H 1.555 -4.872 1.862 0.2885
N -4.961 -0.018 -0.770 -0.5364
C -4.170 -1.047 -0.096 -0.6339
C -3.064 -0.362 0.694 -0.2268
N -2.367 0.580 -0.229 0.2249
H -5.436 -0.383 -1.584 0.2073
H -3.123 0.993 -0.789 0.6132
H -5.672 0.364 -0.158 0.2082
H -3.724 -1.686 -0.863 0.2904
H -4.746 -1.689 0.572 0.3736
H -2.335 -1.062 1.094 -0.1323
H -3.499 0.221 1.504 0.5285
H -1.805 1.302 0.262 0.2340
H -1.713 0.060 -0.855 -0.2634
```


Formula: C3H10N3S
Source: the OMol25 dataset
Level of theory: ωB97M-V/def2-TZVPD

- Spin multiplicity: 1
- Relative energy (zero: lowest compared OMol25 entry of this formula, charge and spin): 322.0 kJ/mol
- Strongest force on any atom: 5.2 eV/Å
- LUMO: -0.15653 Ha
- Frontier orbital gap: 7.94 eV
- Total charge: +1
- Highest occupied orbital energy: -12.20 eV

```
17
Properties=species:S:1:pos:R:3:mulliken_charge:R:1
C -0.495 -0.777 1.514 -0.1647
C 1.000 0.811 0.674 -0.6382
C -1.458 1.444 -0.179 -0.0941
N 1.352 -2.106 -1.340 -0.9228
N -2.404 2.189 -0.635 -0.2353
N 0.415 -0.460 0.630 0.1533
S 0.177 1.893 -0.589 -0.0957
H -0.687 -0.012 2.265 0.2801
H -0.748 -1.837 1.733 0.2894
H 1.076 1.310 1.580 0.4364
H 1.951 0.712 0.307 0.3826
H 2.173 -2.321 -0.791 0.2983
H 0.704 -2.970 -1.303 0.2737
H -3.448 1.967 -0.537 0.2658
H -2.152 2.935 -1.124 0.1910
H 0.863 -1.142 -0.048 0.3531
H 1.681 -1.636 -2.159 0.2270
```


Number 1: calculated total energy -4361.99181 a.u.. Number 2: calculated total energy -682.41785 a.u..